[1]
C36H26IN2O2PPd as an isolated structure at a distorted geometry. Source: the Open Molecules 2025 dataset; level of theory: the ωB97M-V functional and the def2-TZVPD basis.

XYZ file:
```
69
Properties=species:S:1:pos:R:3:forces:R:3:nbo_charge:R:1
Pd 0.27469 -0.10040 -0.37000 0.391 0.102 -0.341 0.7008
O -0.27546 2.00818 0.00795 -0.618 0.388 -0.148 -0.5996
C -0.29523 2.68946 1.03777 0.171 0.056 -0.008 0.4876
C -0.22407 4.13663 0.95839 0.163 -0.112 -0.027 -0.2386
C -0.34282 4.88814 2.06336 -0.057 -0.040 0.203 -0.1305
C -0.53600 4.28760 3.37556 0.036 0.205 -0.131 -0.1611
C -0.59099 2.95745 3.52618 -0.021 -0.070 -0.002 -0.1903
C -0.43526 2.07589 2.38787 -0.122 0.051 0.013 -0.0766
C -0.44339 0.74047 2.62688 0.011 0.399 -0.075 0.0359
N -0.22400 -0.25519 1.69576 0.980 -0.534 0.102 -0.1810
N -0.45579 -1.41386 2.15205 -0.656 0.288 -0.331 -0.1821
C -0.47845 -2.40729 1.15294 0.218 -0.283 -0.074 0.5994
O -0.57215 -2.07047 -0.03427 -0.449 -0.268 -0.051 -0.6126
C -0.47218 -3.78953 1.61043 0.104 0.084 0.127 -0.1294
C -0.55490 -4.82028 0.67052 -0.022 -0.018 -0.045 -0.1598
C -0.51896 -6.13436 1.09358 0.019 0.012 0.006 -0.2112
C -0.39879 -6.42328 2.45196 -0.021 -0.023 -0.055 -0.1364
C -0.31800 -5.40190 3.38806 -0.002 0.032 0.027 -0.2164
C -0.35979 -4.08215 2.97267 0.040 -0.036 0.018 -0.1515
H -0.11256 4.56402 -0.02871 0.021 -0.010 0.006 0.2422
H -0.31079 5.96760 1.98408 -0.034 -0.014 0.039 0.2446
H -0.64191 4.93056 4.23912 0.017 0.037 -0.045 0.2473
H -0.73600 2.52106 4.50693 0.001 -0.040 -0.046 0.2372
H -0.65542 0.39467 3.63339 0.113 -0.169 -0.059 0.2406
H -0.65483 -4.57582 -0.37906 0.003 -0.015 0.010 0.2343
H -0.58882 -6.93777 0.37244 -0.014 0.010 0.019 0.2378
H -0.38352 -7.45410 2.78207 0.016 0.012 -0.018 0.2377
H -0.23509 -5.63623 4.44090 -0.008 0.009 -0.020 0.2376
H -0.31740 -3.27945 3.69526 0.000 -0.026 0.012 0.2321
I 0.38817 -0.01363 -2.98042 -0.136 -0.023 0.954 0.5103
C 2.30399 0.02534 -3.79766 -0.043 0.002 0.002 -0.1735
C 2.22362 0.02581 -5.16009 0.176 -0.001 -0.176 -0.2145
C 3.39518 0.04816 -5.93989 -0.140 0.005 0.005 -0.1764
C 4.59788 0.06228 -5.30981 0.057 -0.007 0.049 -0.1433
C 4.68901 0.05873 -3.89560 0.065 0.008 -0.032 -0.0656
C 5.97832 0.06669 -3.31469 0.003 0.002 -0.124 -0.1043
C 6.14430 0.05986 -1.96633 -0.057 -0.006 0.147 -0.2118
C 5.00462 0.04667 -1.14977 0.079 0.003 -0.096 -0.1361
C 3.72023 0.04817 -1.65850 0.106 -0.067 0.065 -0.4298
P 2.57436 0.00891 -0.25182 -0.489 -0.001 -0.101 1.1955
C 2.98436 -1.49203 0.64222 -0.005 -0.132 0.166 -0.3594
C 2.57985 -2.69787 0.05872 0.052 0.037 0.020 -0.2214
C 2.90292 -3.90162 0.66009 0.002 0.014 0.021 -0.1849
C 3.60861 -3.91064 1.85702 0.006 0.000 0.015 -0.1606
C 4.02032 -2.71752 2.43497 0.000 -0.022 0.007 -0.1958
C 3.71884 -1.50608 1.83008 0.064 -0.056 -0.085 -0.2174
C 2.94228 1.48007 0.69860 0.038 0.170 0.106 -0.3488
C 2.73352 1.51991 2.07971 0.057 0.093 -0.061 -0.2349
C 3.00727 2.68159 2.78758 -0.039 0.003 -0.004 -0.2011
C 3.44149 3.81773 2.11910 -0.005 0.013 -0.010 -0.1636
C 3.61558 3.79438 0.74012 -0.014 0.000 0.021 -0.1952
C 3.37467 2.63066 0.03007 -0.018 -0.055 0.033 -0.1963
C 3.52007 0.04514 -3.07262 0.112 0.015 -0.053 0.0080
H 1.26220 0.00638 -5.65868 0.026 0.002 -0.012 0.2380
H 3.32138 0.05109 -7.01814 -0.001 -0.004 0.008 0.2483
H 5.51852 0.07353 -5.87936 -0.014 0.004 0.010 0.2395
H 6.83578 0.07397 -3.97630 -0.014 0.003 0.007 0.2387
H 7.12871 0.05990 -1.51950 -0.014 0.004 -0.001 0.2467
H 5.15764 0.03789 -0.07692 0.005 -0.005 0.001 0.2237
H 2.02087 -2.69505 -0.87097 -0.019 -0.001 0.014 0.2287
H 2.60190 -4.83294 0.19962 -0.017 0.006 0.005 0.2387
H 3.84890 -4.85200 2.33414 0.006 0.018 -0.014 0.2399
H 4.59184 -2.72774 3.35385 -0.006 -0.002 -0.015 0.2396
H 4.09225 -0.58912 2.26575 -0.018 -0.045 -0.003 0.2284
H 2.39223 0.64025 2.60763 -0.055 0.023 0.024 0.2230
H 2.88682 2.69769 3.86291 -0.019 -0.002 -0.006 0.2365
H 3.65033 4.72339 2.67414 0.010 -0.021 -0.010 0.2399
H 3.95542 4.68017 0.21982 -0.003 -0.015 0.007 0.2414
H 3.54280 2.61019 -1.03944 -0.017 0.015 0.007 0.2318
```
Forces are in eV/Å.

Summary:
Charge = +2
HOMO level (alpha / beta) = -0.5045 / -0.5048 Ha
E = -2413.78555 Eh
Gap between HOMO and LUMO (alpha / beta) = 5.8 / 5.8 eV
Energy above the lowest of the compared OMol25 structures with the same formula, charge and spin = 0.425 eV
LUMO (alpha / beta) = -7.96 / -7.97 eV
Maximum force = 1.12 eV Å⁻¹

***

[2]
A 2-piece molecular cluster, C17H18Cl2N4O2 overall at a distorted geometry. Source: the Open Molecules 2025 dataset; level of theory: the ωB97M-V functional and the def2-TZVPD basis.

XYZ file:
```
43
Properties=species:S:1:pos:R:3:forces:R:3:nbo_charge:R:1
N -0.43065 -3.97863 2.74214 1.456 0.924 -0.046 -0.1718
C 0.56102 -3.37250 2.71081 -2.736 -1.816 0.065 0.2124
C 1.74877 -2.64972 2.68277 0.352 2.396 -0.035 -0.0483
C 1.74827 -1.27967 2.66856 0.440 -2.417 0.021 -0.1393
C 0.55955 -0.55880 2.66163 -2.796 1.824 -0.073 0.2461
N -0.43556 0.04306 2.63825 1.485 -0.920 0.046 -0.1973
C 3.00771 -0.53384 2.65523 0.182 2.271 -0.019 0.4671
O 3.03540 0.68401 2.65090 -0.483 -0.826 -0.006 -0.4231
C 4.23762 -1.28450 2.65089 1.631 -1.744 0.012 -0.1053
Cl 5.71214 -0.41382 2.64263 -0.438 0.062 -0.009 0.1156
C 4.23854 -2.64314 2.65884 1.628 1.760 -0.026 -0.0997
Cl 5.71304 -3.51388 2.65669 -0.444 -0.047 -0.001 0.1166
C 3.00928 -3.39355 2.67297 0.213 -2.417 0.006 0.4432
O 3.03972 -4.61257 2.67676 -0.502 0.948 0.005 -0.4172
C 2.01721 -0.09537 -2.63427 0.106 0.048 0.067 -0.4158
C 1.28754 -1.14359 -1.77482 -0.414 -0.021 0.016 -0.2167
N 0.02803 -0.52374 -1.28813 0.417 0.389 -0.138 -0.6338
C -0.08244 0.85689 -1.84483 0.135 -0.130 0.472 -0.0539
C -1.52172 1.19184 -2.23561 -0.677 -0.049 1.143 -0.2086
N -2.42481 1.17340 -1.06054 -0.436 0.052 0.808 -0.4400
C -2.12428 2.08954 0.10049 -0.098 -0.614 -1.330 -0.2242
C -3.43162 2.20659 0.89945 0.064 -0.227 0.046 -0.4136
C -4.55903 1.69162 -0.03110 0.012 -0.180 0.028 -0.4111
C -3.88275 1.28772 -1.35298 1.114 0.102 0.070 -0.2129
C 0.93956 0.93885 -2.99924 -0.237 -0.174 0.145 -0.4098
H 2.48678 -0.54102 -3.52009 -0.129 0.082 0.196 0.2137
H 2.82160 0.37586 -2.05763 -0.159 0.007 -0.028 0.1978
H 1.03009 -2.02177 -2.37795 0.093 0.056 0.051 0.1835
H 1.91058 -1.50030 -0.94390 -0.052 0.066 -0.092 0.1694
H -0.03187 -0.50037 -0.26652 -0.015 -0.031 -0.646 0.3646
H 0.23339 1.56021 -1.06094 -0.059 0.122 -0.162 0.1741
H -1.88832 0.44461 -2.94255 0.045 -0.105 0.034 0.2032
H -1.58171 2.16293 -2.73782 0.213 0.328 -0.137 0.1608
H -1.79578 3.06176 -0.27751 0.017 0.298 0.006 0.1597
H -1.30679 1.67263 0.69383 -0.112 0.054 0.000 0.2015
H -3.61541 3.23500 1.23100 0.108 -0.173 -0.155 0.2083
H -3.37229 1.59586 1.80836 -0.010 0.084 -0.228 0.2145
H -5.06245 0.82654 0.41614 0.161 0.154 -0.066 0.2088
H -5.33399 2.45085 -0.18431 0.191 -0.121 -0.078 0.2076
H -4.25454 0.33602 -1.74081 0.026 0.039 0.025 0.1973
H -4.04481 2.04145 -2.12988 -0.143 0.216 -0.112 0.1566
H 0.45952 0.68600 -3.94996 -0.009 -0.071 0.073 0.2025
H 1.35543 1.94753 -3.10693 -0.142 -0.201 0.052 0.2177
```
Forces are in eV/Å.

Summary:
HOMO level = -0.2890 Ha
E = -1948.38365 Eh
Gap between HOMO and LUMO = 4.4 eV
Energy above the lowest of the compared OMol25 structures with the same formula, charge and spin = 2.365 eV
LUMO = -3.50 eV
Maximum force = 3.34 eV Å⁻¹